(a)
Formula: C4H13N2
Source: the Open Molecules 2025 dataset
Level of theory: the ωB97M-V functional and the def2-TZVPD basis

XYZ file:
```
19
Properties=species:S:1:pos:R:3
C 0.07042 -0.30240 2.08568
N 0.97090 -0.18174 0.90643
C 1.83845 1.02788 0.92244
H -0.45921 -1.24451 2.01004
H 0.66088 -0.27618 2.99813
H -0.62587 0.53123 2.07076
H 0.34930 -0.15334 0.02506
H 1.56023 -1.00978 0.85578
H 1.20804 1.90870 0.84387
H 2.51365 0.97402 0.06972
H 2.40721 1.05554 1.84441
C -1.24806 -1.31807 -1.95574
C -1.31223 0.99172 -1.58930
N -0.78301 -0.10588 -1.26986
H -1.87037 -1.07537 -2.81390
H -1.82698 -1.91581 -1.25575
H -0.38332 -1.88712 -2.30120
H -0.98264 1.90302 -1.10349
H -2.08739 1.07808 -2.34306
```

Values from the calculation:
Spin multiplicity: 1
Orbital gap: 11.62 eV
M: 89.2 u
LUMO energy: -2.86 eV
Total charge: +1
HOMO: -14.49 eV

Charge distribution, natural (NBO) scheme, values in e: atom 1 (C): -0.419, atom 2 (N): -0.536, atom 3 (C): -0.419, atom 4 (H): 0.234, atom 5 (H): 0.230, atom 6 (H): 0.228, atom 7 (H): 0.470, atom 8 (H): 0.420, atom 9 (H): 0.225, atom 10 (H): 0.237, atom 11 (H): 0.230, atom 12 (C): -0.442, atom 13 (C): 0.006, atom 14 (N): -0.467, atom 15 (H): 0.204, atom 16 (H): 0.220, atom 17 (H): 0.219, atom 18 (H): 0.178, atom 19 (H): 0.180

---

(b)
Formula: C4H13N2
Source: the Open Molecules 2025 dataset
Level of theory: the ωB97M-V functional and the def2-TZVPD basis

XYZ file:
```
19
Properties=species:S:1:pos:R:3
C -0.48172 -1.89549 -1.29429
C 0.22328 -1.26549 -0.02357
N 1.04272 -0.08274 -0.35606
C 1.90238 0.28240 0.71196
H -1.08185 -2.78164 -0.99132
H 0.20688 -2.27347 -2.07194
H -1.18440 -1.25050 -1.85093
H 0.82829 -2.05848 0.43965
H -0.56340 -0.93296 0.67491
H 0.68207 0.49700 -1.12902
H 2.40712 1.23003 0.45732
H 1.27902 0.51662 1.61076
H 2.64635 -0.49735 0.94924
C -1.81970 1.70754 0.90436
N -0.89755 1.74109 -0.01615
H -1.96144 0.84119 1.57909
H -2.41294 2.61138 1.07679
H -0.91722 2.69017 -0.41188
H 0.10212 0.92068 -0.25892
```

Values from the calculation:
Spin multiplicity: 1
Orbital gap: 9.55 eV
M: 89.2 u
LUMO energy: -4.58 eV
Total charge: +1
HOMO: -14.13 eV

Charge distribution, natural (NBO) scheme, values in e: atom 1 (C): -0.644, atom 2 (C): -0.224, atom 3 (N): -0.604, atom 4 (C): -0.421, atom 5 (H): 0.242, atom 6 (H): 0.236, atom 7 (H): 0.213, atom 8 (H): 0.239, atom 9 (H): 0.167, atom 10 (H): 0.416, atom 11 (H): 0.229, atom 12 (H): 0.181, atom 13 (H): 0.242, atom 14 (C): 0.104, atom 15 (N): -0.637, atom 16 (H): 0.217, atom 17 (H): 0.214, atom 18 (H): 0.409, atom 19 (H): 0.422

---

(c)
Formula: C4H13N2
Source: the Open Molecules 2025 dataset
Level of theory: the ωB97M-V functional and the def2-TZVPD basis

XYZ file:
```
19
Properties=species:S:1:pos:R:3
C -0.73863 -1.16506 -0.80331
C -1.01718 0.29716 -1.17364
C -0.41811 1.23750 -0.13016
N -0.51514 0.67260 -2.49449
H -1.06978 -1.40800 0.20843
H -1.26581 -1.83752 -1.48094
H 0.33062 -1.37738 -0.93515
H -2.09453 0.46442 -1.17645
H -0.67776 2.27735 -0.31628
H -0.82457 0.98673 0.85916
H 0.67683 1.18622 -0.13103
H -1.05074 0.19353 -3.21336
H 0.44087 0.34526 -2.60666
C 1.25627 -0.02170 2.82582
N 1.33142 -0.86397 1.88060
H 1.78313 -0.21759 3.75262
H 0.67561 0.88228 2.69352
H 0.85048 -0.68239 0.99496
H 1.89319 -1.70834 1.95968
```

Values from the calculation:
Spin multiplicity: 1
Orbital gap: 6.88 eV
M: 89.2 u
LUMO energy: -5.68 eV
Total charge: +1
HOMO: -12.56 eV

Charge distribution, natural (NBO) scheme, values in e: atom 1 (C): -0.644, atom 2 (C): -0.058, atom 3 (C): -0.626, atom 4 (N): -0.814, atom 5 (H): 0.195, atom 6 (H): 0.247, atom 7 (H): 0.181, atom 8 (H): 0.206, atom 9 (H): 0.257, atom 10 (H): 0.179, atom 11 (H): 0.180, atom 12 (H): 0.369, atom 13 (H): 0.347, atom 14 (C): 0.165, atom 15 (N): -0.577, atom 16 (H): 0.238, atom 17 (H): 0.243, atom 18 (H): 0.465, atom 19 (H): 0.448

---

Q: Which of them is the most stable? A: (a).

---

(a)
Formula: C9H13N5S
Source: the Open Molecules 2025 dataset
Level of theory: the ωB97M-V functional and the def2-TZVPD basis

XYZ file:
```
28
Properties=species:S:1:pos:R:3
C -0.63439 -0.80307 -1.00801
C -1.99605 0.23327 1.28124
C 0.43781 0.33554 0.73270
C -2.52036 0.13491 -0.03536
C 3.87645 0.51167 0.47074
C -4.35722 0.95519 -1.37503
C 2.62818 0.80123 0.14005
C 1.93402 1.31434 2.32627
C 0.18053 -2.46939 -2.56703
N 0.27280 -0.17413 -0.49621
N -3.43974 0.61072 -0.62377
N -0.63869 0.47060 1.57394
N 1.59992 0.82275 1.04983
N -0.88072 -1.64458 -1.96504
S -3.09706 -0.15096 2.44869
H 4.67765 0.47993 -0.26958
H 4.05190 0.53817 1.54846
H -5.31471 0.47570 -1.05933
H -4.25422 1.80290 -2.03313
H 2.25279 0.93942 -0.90372
H 1.98594 0.58416 3.19098
H 3.05743 1.79610 2.60219
H 1.24507 2.03984 2.73994
H 1.21798 -2.07311 -2.53972
H -0.16213 -2.64674 -3.61054
H 0.23827 -3.47330 -2.10073
H -0.52630 0.45019 2.54194
H -1.83518 -1.86132 -2.05974
```

Values from the calculation:
Spin multiplicity: 1
Orbital gap (spin up / spin down): 6.92 / 6.91 eV
M: 223.3 u
LUMO energy (spin up / spin down): -9.02 / -9.03 eV
SMILES: C=C/[N+](C)=C(\N=C=[NH+]C)NC([S-])=C=[N+]=C
Total charge: +2
HOMO (spin up / spin down): -15.94 / -15.94 eV

Charge distribution, natural (NBO) scheme, values in e: atom 1 (C): 0.747, atom 2 (C): -0.072, atom 3 (C): 0.677, atom 4 (C): 0.204, atom 5 (C): -0.299, atom 6 (C): 0.015, atom 7 (C): -0.074, atom 8 (C): -0.516, atom 9 (C): -0.446, atom 10 (N): -0.504, atom 11 (N): -0.253, atom 12 (N): -0.576, atom 13 (N): -0.308, atom 14 (N): -0.531, atom 15 (S): 0.224, atom 16 (H): 0.262, atom 17 (H): 0.213, atom 18 (H): 0.259, atom 19 (H): 0.257, atom 20 (H): 0.237, atom 21 (H): 0.257, atom 22 (H): 0.305, atom 23 (H): 0.255, atom 24 (H): 0.257, atom 25 (H): 0.259, atom 26 (H): 0.249, atom 27 (H): 0.453, atom 28 (H): 0.449

---

(b)
Formula: C9H13N5S
Source: the Open Molecules 2025 dataset
Level of theory: the ωB97M-V functional and the def2-TZVPD basis

XYZ file:
```
28
Properties=species:S:1:pos:R:3
C 1.25079 0.87041 0.08163
C 2.42269 -1.35138 0.07324
C 0.00086 -1.07472 0.10154
C 2.57241 0.10367 0.02763
C -3.36321 -0.80207 -0.46349
C 4.89320 1.03875 -0.03022
C -2.29840 -0.67215 0.24992
C -1.51585 -3.01161 0.29149
C -0.07908 2.86655 -0.08473
N 0.12929 0.22857 0.04346
N 3.73289 0.64160 0.01215
N 1.13691 -1.88648 0.26499
N -1.19444 -1.56128 0.23404
N 1.23855 2.20622 0.00808
S 3.80697 -2.26438 -0.15612
H -4.15048 -0.06300 -0.51040
H -3.50549 -1.69120 -1.03217
H 5.44854 1.18761 0.80321
H 5.47865 1.28608 -0.86298
H -2.18651 0.09251 0.91859
H -1.61885 -3.25173 -0.74612
H -0.88509 -3.63899 0.90750
H -2.46526 -3.00457 0.80406
H 0.17344 3.81742 -0.45777
H -0.64564 2.79307 0.82878
H -0.59165 2.27555 -0.86433
H 1.01699 -2.85166 0.10478
H 1.97048 2.90325 -0.17673
```

Values from the calculation:
Spin multiplicity: 1
Orbital gap: 6.33 eV
M: 223.3 u
LUMO energy: -9.99 eV
Total charge: +2
HOMO: -16.32 eV

Charge distribution, natural (NBO) scheme, values in e: atom 1 (C): 0.470, atom 2 (C): -0.035, atom 3 (C): 0.661, atom 4 (C): 0.255, atom 5 (C): -0.307, atom 6 (C): 0.160, atom 7 (C): -0.063, atom 8 (C): -0.442, atom 9 (C): -0.409, atom 10 (N): -0.535, atom 11 (N): -0.193, atom 12 (N): -0.568, atom 13 (N): -0.289, atom 14 (N): -0.487, atom 15 (S): 0.253, atom 16 (H): 0.253, atom 17 (H): 0.210, atom 18 (H): 0.243, atom 19 (H): 0.258, atom 20 (H): 0.220, atom 21 (H): 0.240, atom 22 (H): 0.243, atom 23 (H): 0.261, atom 24 (H): 0.231, atom 25 (H): 0.241, atom 26 (H): 0.232, atom 27 (H): 0.449, atom 28 (H): 0.450

---

Q: Which of them is the most stable? A: (b).

---

(a)
Formula: C4H11N4
Source: the Open Molecules 2025 dataset
Level of theory: the ωB97M-V functional and the def2-TZVPD basis

XYZ file:
```
19
Properties=species:S:1:pos:R:3
C 0.83640 -0.77904 -0.98353
C 0.49538 0.71156 -1.00984
C -1.06531 -2.12905 0.05355
C -0.61098 2.21030 0.52844
N 1.37353 -1.31003 -1.94954
N -0.00174 -1.20837 0.07715
N -0.22817 1.01053 0.24828
N -0.29387 -0.13244 0.93250
H 1.45588 1.14903 -1.10072
H -0.30198 0.84139 -1.78953
H -1.07135 -2.54522 1.08351
H -2.02406 -1.63526 -0.01657
H -0.99735 -2.82606 -0.79807
H -1.28514 2.21614 1.43637
H 2.06290 1.84782 2.03724
H -0.32515 3.06100 -0.09558
H 1.50946 -2.35011 -2.10483
H -0.93220 -0.28850 1.66897
H 1.40375 2.15630 1.78221
```

Values from the calculation:
Spin multiplicity: 1
Orbital gap (spin up / spin down): 8.54 / 8.54 eV
M: 115.2 u
LUMO energy (spin up / spin down): -4.59 / -4.59 eV
Total charge: +1
HOMO (spin up / spin down): -13.12 / -13.12 eV

Charge distribution, natural (NBO) scheme, values in e: atom 1 (C): 0.435, atom 2 (C): -0.315, atom 3 (C): -0.425, atom 4 (C): -0.053, atom 5 (N): -0.613, atom 6 (N): -0.286, atom 7 (N): -0.045, atom 8 (N): -0.224, atom 9 (H): 0.278, atom 10 (H): 0.269, atom 11 (H): 0.213, atom 12 (H): 0.193, atom 13 (H): 0.253, atom 14 (H): 0.234, atom 15 (H): 0.058, atom 16 (H): 0.265, atom 17 (H): 0.405, atom 18 (H): 0.420, atom 19 (H): -0.061

---

(b)
Formula: C4H11N4
Source: the Open Molecules 2025 dataset
Level of theory: the ωB97M-V functional and the def2-TZVPD basis

XYZ file:
```
19
Properties=species:S:1:pos:R:3
C -1.91143 0.04810 0.18908
C 2.43258 -1.01168 0.51193
C -2.64014 0.90107 -0.63971
C 3.35923 -0.98531 -0.67199
N 1.93792 0.05400 0.82421
N 1.14062 0.95729 1.09469
N -1.11970 -0.87309 -0.40124
N -3.48454 1.70720 0.01280
H -1.83139 0.10979 1.31624
H 2.15886 -1.93502 1.08517
H -2.84796 0.73109 -1.70106
H 2.76384 -0.44697 -1.50544
H 3.54327 -1.91800 -1.09151
H 4.18046 -0.49291 -0.28989
H -1.49502 -1.39216 -1.14391
H -0.63352 -1.47488 0.20806
H -3.23211 1.77004 0.95744
H -3.71400 2.53609 -0.49562
H 1.39305 1.71535 1.74075
```

Values from the calculation:
Spin multiplicity: 1
Orbital gap (spin up / spin down): 9.14 / 3.81 eV
M: 115.2 u
LUMO energy (spin up / spin down): -3.26 / -5.96 eV
Total charge: +1
HOMO (spin up / spin down): -12.41 / -9.77 eV

Charge distribution, natural (NBO) scheme, values in e: atom 1 (C): 0.076, atom 2 (C): 0.068, atom 3 (C): 0.055, atom 4 (C): -0.640, atom 5 (N): -0.095, atom 6 (N): -0.529, atom 7 (N): -0.646, atom 8 (N): -0.624, atom 9 (H): 0.246, atom 10 (H): 0.165, atom 11 (H): 0.241, atom 12 (H): 0.221, atom 13 (H): 0.223, atom 14 (H): 0.238, atom 15 (H): 0.405, atom 16 (H): 0.406, atom 17 (H): 0.399, atom 18 (H): 0.420, atom 19 (H): 0.372

---

Q: Which of them is the most stable? A: (b).

---

(a)
Formula: C9H9N3O2
Source: the Open Molecules 2025 dataset
Level of theory: the ωB97M-V functional and the def2-TZVPD basis

XYZ file:
```
23
Properties=species:S:1:pos:R:3
C 0.16897 -1.71656 0.45131
C 0.26639 -1.34260 -0.92099
C -0.75747 -1.43260 -1.65766
C -2.16149 -2.23333 0.20870
C 0.36771 1.83443 -0.87160
C 0.43166 3.13831 -0.30335
C 1.13329 3.16188 0.96445
C 1.52517 1.90774 1.44005
C 1.55937 0.75486 0.60147
H -1.01303 -2.71345 1.91315
H 1.47728 -1.29440 -1.02956
H -0.87517 -1.46062 -2.81808
H -2.65393 -2.16179 -1.72175
H -0.18516 1.62593 -1.90540
H -0.04451 3.95068 -0.67612
H 1.38142 4.09589 1.41916
H 1.89406 1.68400 2.49805
H 1.84580 -0.20075 1.17134
N -1.05101 -2.40118 0.97183
N -1.98871 -1.83232 -1.01968
N 0.90759 0.67798 -0.50452
O 1.08189 -1.52595 1.17967
O -3.31010 -2.51617 0.60953
```

Values from the calculation:
Spin multiplicity: 1
Orbital gap: 8.74 eV
M: 191.2 u
LUMO energy: 0.44 eV
SMILES: O=c1cc[nH]c(=O)[nH]1.c1ccncc1
Total charge: 0
HOMO: -8.30 eV

Charge distribution, natural (NBO) scheme, values in e: atom 1 (C): 0.675, atom 2 (C): -0.303, atom 3 (C): -0.035, atom 4 (C): 0.751, atom 5 (C): 0.053, atom 6 (C): -0.261, atom 7 (C): -0.159, atom 8 (C): -0.263, atom 9 (C): 0.026, atom 10 (H): 0.433, atom 11 (H): 0.285, atom 12 (H): 0.222, atom 13 (H): 0.423, atom 14 (H): 0.179, atom 15 (H): 0.219, atom 16 (H): 0.219, atom 17 (H): 0.220, atom 18 (H): 0.268, atom 19 (N): -0.631, atom 20 (N): -0.602, atom 21 (N): -0.467, atom 22 (O): -0.595, atom 23 (O): -0.656

---

(b)
Formula: C9H9N3O2
Source: the Open Molecules 2025 dataset
Level of theory: the ωB97M-V functional and the def2-TZVPD basis

XYZ file:
```
23
Properties=species:S:1:pos:R:3
C -1.86845 1.64482 -1.43824
C -2.81619 1.96379 -0.44588
C -0.76414 0.87468 -1.12246
C -2.76280 1.51601 0.87841
C -0.00157 -0.34588 2.33665
C -0.54744 0.43615 0.22902
C -1.57878 0.80101 1.17276
C 0.36645 -0.34337 1.01978
C 3.44847 -2.39292 -0.45626
N -1.18414 0.32267 2.44075
N 1.51513 -0.92754 0.44288
N 2.40729 -1.35842 1.40405
O 2.69532 -0.13579 0.84981
O 3.39140 -2.39158 0.86847
H -1.84729 2.13218 -2.48795
H -3.81279 2.37469 -0.70426
H -0.18012 0.61964 -2.00165
H -3.43868 1.91805 1.60000
H 0.33639 -0.92564 3.13718
H 3.43906 -1.44180 -1.05181
H 2.71181 -2.92674 -1.07506
H 4.45797 -2.82431 -0.65009
H -1.82135 0.37695 3.13771
```

Values from the calculation:
Spin multiplicity: 1
Orbital gap: 9.13 eV
M: 191.2 u
LUMO energy: 0.71 eV
SMILES: COn1on1-c1c[nH]c2ccccc12
Total charge: 0
HOMO: -8.42 eV

Charge distribution, natural (NBO) scheme, values in e: atom 1 (C): -0.238, atom 2 (C): -0.208, atom 3 (C): -0.185, atom 4 (C): -0.244, atom 5 (C): -0.001, atom 6 (C): -0.094, atom 7 (C): 0.145, atom 8 (C): -0.001, atom 9 (C): -0.290, atom 10 (N): -0.502, atom 11 (N): -0.042, atom 12 (N): 0.224, atom 13 (O): -0.254, atom 14 (O): -0.384, atom 15 (H): 0.226, atom 16 (H): 0.213, atom 17 (H): 0.224, atom 18 (H): 0.222, atom 19 (H): 0.231, atom 20 (H): 0.188, atom 21 (H): 0.165, atom 22 (H): 0.199, atom 23 (H): 0.405

---

Q: Which of them is the most stable? A: (a).